Computed, not measured: 2 unconnected molecules or ions with the total composition C5H11P in a non-equilibrium geometry, with ωB97M-V/def2-TZVPD.

Geometry as XYZ:
```
17
Properties=species:S:1:pos:R:3:forces:R:3
C -0.83019 -0.46085 -0.62162 2.77 -0.50 1.07
C -1.41970 -0.87234 0.51158 -0.36 0.55 -2.81
C -0.86050 -1.41653 1.74065 -1.97 1.59 2.08
C 0.76764 1.87565 0.92683 -1.04 -0.13 -6.36
C 1.26735 0.16615 -2.24450 0.79 3.09 0.28
P 1.11626 -0.35324 -0.55969 -2.52 1.04 2.73
H -1.34164 -0.24557 -1.57673 0.10 0.03 0.79
H -2.46074 -0.90821 0.36753 -1.56 -0.21 0.44
H -1.71719 -1.45504 2.53723 1.97 0.27 -1.09
H 0.04506 -0.91438 2.04548 0.07 0.43 0.52
H -0.57308 -2.38797 1.56793 0.61 -2.55 -0.35
H 0.78914 2.68347 0.08058 -0.38 -1.58 1.90
H -0.13631 1.52750 1.31552 -1.24 -0.15 0.53
H 1.61545 1.80595 1.43947 3.24 -0.11 2.38
H 0.95463 -0.62789 -2.87286 0.23 -0.75 -0.91
H 0.48458 0.95399 -2.27246 0.71 -0.16 -0.75
H 2.29923 0.62930 -2.38492 -1.41 -0.87 -0.46
```
Forces are in eV/Å.

## Properties
Largest force on an atom ... 6.4 eV/A
Net charge ... 0
HOMO energy (spin up / spin down) ... -0.27789 / -0.27712 Eh
ΔE to the lowest compared entry with this formula, charge and spin ... 325.3 kJ/mol
E ... -14647.951 eV
E_LUMO (spin up / spin down) ... 0.00375 / 0.00433 hartree